Arrangement A

Molecular formula: C4H5N
Method: DFT, ωB97M-V/def2-TZVPD

Values from the calculation:
SMILES string: C#C[C@H]1CN1
net charge: 0
HOMO: -0.348 Eh
LUMO: 0.0420 Eh
spin multiplicity: 1

Atoms and positions in Å:
C1 -1.3846 -1.6796 -0.6734
C2 -0.6763 -0.8506 -0.1577
C3 0.0533 0.1963 0.5424
C4 1.0946 1.0021 -0.1678
N1 -0.2108 1.5606 0.1263
H1 -2.0025 -2.4204 -1.1332
H2 0.2278 -0.0007 1.5829
H3 1.3626 0.3371 -0.9668
H4 1.8965 1.4200 0.4314
H5 -0.8343 1.5694 -0.6694

=====

Arrangement B

Molecular formula: C4H5N
Method: DFT, ωB97M-V/def2-TZVPD

Values from the calculation:
net charge: 0
HOMO (spin up / spin down): -0.319 / -0.320 Eh
LUMO (spin up / spin down): 0.0183 / 0.0183 Eh
spin multiplicity: 1

Atoms and positions in Å:
C1 -1.6713 0.1601 -0.0235
C2 0.4874 -0.4251 -0.0500
C3 1.6579 -0.9996 -0.0062
C4 -0.3014 0.8478 -0.0365
N1 -1.4813 -1.0910 0.0426
H1 -2.6717 0.7745 0.0923
H2 1.8010 -2.0059 -0.1841
H3 2.4831 -0.4714 0.2409
H4 -0.1924 1.6807 -0.8856
H5 -0.1113 1.5299 0.8101

=====

Which one is most stable, and which one is least stable? arrangement A is the most stable of them, while arrangement B is the least stable.

=====

Arrangement A

Molecular formula: C6H16N
Method: DFT, ωB97M-V/def2-TZVPD

Values from the calculation:
net charge: +1
HOMO: -0.543 Eh
LUMO: -0.1308 Eh
spin multiplicity: 1

Atoms and positions in Å:
C1 -1.3310 -0.8038 -0.2948
C2 -0.5646 -0.1131 0.8323
C3 -0.7173 -0.8523 2.1592
C4 -0.0723 -0.1354 3.3348
H1 -0.7938 -1.7003 -0.6139
H2 -1.5482 -0.2079 -1.1877
H3 -2.2910 -1.1450 0.0897
H4 -0.9100 0.9229 0.9448
H5 0.5169 -0.0824 0.6399
H6 -0.2770 -1.8454 2.0289
H7 -1.7779 -1.0202 2.3615
H8 0.9883 0.0606 3.1655
H9 -0.1515 -0.7460 4.2326
H10 -0.5727 0.8140 3.5304
C5 1.3405 0.9589 -2.8074
C6 1.2762 -0.3114 -3.1405
N1 0.7741 1.4512 -1.5312
H11 1.8315 1.7132 -3.4022
H12 1.7700 -0.5899 -4.0620
H13 0.6099 -1.0448 -2.7033
H14 -0.1854 1.1157 -1.3816
H15 1.3088 1.0920 -0.7359
H16 0.7766 2.4694 -1.4590

=====

Arrangement B

Molecular formula: C6H16N
Method: DFT, ωB97M-V/def2-TZVPD

Values from the calculation:
SMILES string: CCCCCC[NH3+]
net charge: +1
HOMO: -0.523 Eh
LUMO: -0.1376 Eh
spin multiplicity: 1

Atoms and positions in Å:
C1 2.5736 1.0515 0.0528
C2 2.4328 -0.3572 0.3257
C3 0.9719 -0.7542 0.5126
C4 -0.0660 -0.5354 -0.7240
C5 -0.8726 0.7546 -0.6168
C6 -1.9078 0.4621 0.4122
N1 -2.9134 -0.6193 0.0450
H1 1.9755 1.4827 -0.7019
H2 3.5432 1.3010 -0.3022
H3 2.3446 1.7308 0.8784
H4 2.7136 -0.9547 -0.6173
H5 2.8816 -0.5924 1.3191
H6 0.5657 -0.2942 1.4623
H7 0.9584 -1.8752 0.6891
H8 -0.7033 -1.4504 -0.7299
H9 0.4963 -0.5788 -1.6349
H10 -1.3377 1.0957 -1.5964
H11 -0.2204 1.5745 -0.3641
H12 -1.5540 -0.0187 1.3343
H13 -2.4730 1.3121 0.5918
H14 -2.9569 -1.3586 0.7638
H15 -2.6563 -1.1317 -0.7867
H16 -3.7957 -0.2442 -0.3130

=====

Arrangement C

Molecular formula: C6H16N
Method: DFT, ωB97M-V/def2-TZVPD

Values from the calculation:
net charge: +1
HOMO: -0.507 Eh
LUMO: -0.1976 Eh
spin multiplicity: 1

Atoms and positions in Å:
C1 -0.0987 1.7769 1.1331
C2 -0.4925 0.4238 0.7383
C3 -0.8167 -0.0011 -0.5262
C4 1.1951 -0.9797 -0.0689
C5 -0.8281 1.0302 -1.6430
C6 -1.5500 0.5050 -2.9675
N1 1.6472 -2.1011 2.9979
H1 0.3958 2.4388 0.3760
H2 -0.7438 2.4414 1.7505
H3 0.8086 1.6135 1.8222
H4 -0.8225 -0.2408 1.5619
H5 -1.0659 -1.0582 -0.7173
H6 1.3548 -0.6427 -1.0991
H7 1.6985 -0.2914 0.5815
H8 0.9350 -1.9363 0.3382
H9 -1.4196 1.9051 -1.2957
H10 0.1801 1.3461 -1.9010
H11 -2.3578 -0.2300 -2.6726
H12 -2.0486 1.4082 -3.2946
H13 -0.8695 0.0310 -3.6750
H14 0.9377 -2.6073 3.5274
H15 2.5403 -2.5889 3.0085
H16 1.4206 -2.2423 2.0254

=====

Which one is most stable, and which one is least stable? arrangement A is the most stable of them, while arrangement C is the least stable.

=====

Arrangement A

Molecular formula: C3H3FP2
Method: DFT, ωB97M-V/def2-TZVPD

Values from the calculation:
net charge: 0
HOMO (spin up / spin down): -0.320 / -0.306 Eh
LUMO (spin up / spin down): -0.0291 / -0.0187 Eh
spin multiplicity: 1

Atoms and positions in Å:
C1 -0.2056 -1.1273 0.1750
C2 0.6362 1.5819 -0.0007
C3 -1.4697 -0.8005 0.0456
F1 -2.6593 -1.3895 -0.1986
P1 -0.9515 2.0916 -0.1184
P2 1.2179 -0.0304 0.4128
H1 -0.0238 -2.2308 0.3703
H2 1.5043 2.2040 0.2483
H3 1.9515 -0.2992 -0.9342

=====

Arrangement B

Molecular formula: C3H3FP2
Method: DFT, ωB97M-V/def2-TZVPD

Values from the calculation:
net charge: 0
HOMO (spin up / spin down): -0.351 / -0.351 Eh
LUMO (spin up / spin down): -0.0856 / -0.0855 Eh
spin multiplicity: 1

Atoms and positions in Å:
C1 -1.4440 0.7403 0.4455
C2 -1.0956 0.8989 -0.8493
C3 0.8952 -0.3230 -0.2154
F1 -2.2057 2.7658 -2.2009
P1 -0.2428 -0.1710 1.2824
P2 0.2167 0.4605 -1.7848
H1 -2.3453 1.1111 0.8991
H2 1.8290 0.1997 0.0260
H3 1.1614 -1.3686 -0.3815

=====

Arrangement C

Molecular formula: C3H3FP2
Method: DFT, ωB97M-V/def2-TZVPD

Values from the calculation:
net charge: 0
HOMO (spin up / spin down): -0.301 / -0.299 Eh
LUMO (spin up / spin down): -0.0508 / -0.0580 Eh
spin multiplicity: 1

Atoms and positions in Å:
C1 1.1625 1.3065 -0.3560
C2 2.2271 0.6035 -0.0591
C3 -0.7794 -0.4701 0.2382
F1 3.3593 1.0708 0.4506
P1 -0.2026 0.2656 -1.1681
P2 2.3956 -1.1516 -0.3324
H1 1.1041 2.3942 -0.0447
H2 -0.3374 -0.1875 1.1817
H3 -1.5957 -1.2156 0.2442

=====

Which one is most stable, and which one is least stable? arrangement C is the most stable of them, while arrangement B is the least stable.

=====

Arrangement A

Molecular formula: C2H3N5O2
Method: DFT, ωB97M-V/def2-TZVPD

Values from the calculation:
net charge: 0
HOMO: -0.332 Eh
LUMO: -0.0193 Eh
spin multiplicity: 1

Atoms and positions in Å:
C1 -2.7572 -0.0349 1.2882
C2 0.2718 0.0518 -0.3410
H1 -2.7544 -0.8352 2.5677
H2 3.2468 -0.4471 -0.9519
H3 0.9573 -0.2150 -2.5324
N1 -0.9741 0.1805 -0.1820
N2 1.0152 0.4645 0.7805
N3 2.2363 0.5682 0.4507
N4 2.3451 0.2166 -1.0422
N5 1.1759 -0.3488 -1.4881
O1 -3.4142 0.6110 0.3139
O2 -1.3485 -0.2116 1.1365

=====

Arrangement B

Molecular formula: C2H3N5O2
Method: DFT, ωB97M-V/def2-TZVPD

Values from the calculation:
SMILES string: [H]/N=C/NOc1nnon1
net charge: 0
HOMO: -0.385 Eh
LUMO: 0.0178 Eh
spin multiplicity: 1

Atoms and positions in Å:
C1 1.0636 0.5625 1.3612
C2 -0.7604 -0.6398 -0.7682
H1 0.7197 2.3425 1.5143
H2 2.0420 0.6727 1.8980
H3 0.9552 -1.3949 1.6387
N1 0.3336 1.5299 1.0187
N2 0.8351 -0.7061 0.8681
N3 -2.0394 -0.8468 -1.2401
N4 -1.9892 -0.4054 -2.4265
N5 0.0892 -0.2183 -1.6595
O1 -0.5180 -0.8663 0.5124
O2 -0.7314 -0.0301 -2.7171

=====

Which one is most stable, and which one is least stable? arrangement B is the most stable of them, while arrangement A is the least stable.

=====

Arrangement A

Molecular formula: C3H12NO3
Method: DFT, ωB97M-V/def2-TZVPD

Values from the calculation:
net charge: +1
HOMO: -0.521 Eh
LUMO: -0.1543 Eh
spin multiplicity: 1

Atoms and positions in Å:
C1 1.1225 0.9487 -0.4458
C2 1.7419 0.1393 -1.2847
C3 -0.6235 1.2545 1.0879
N1 0.1965 0.4744 0.5224
H1 1.1007 2.0232 -0.4881
H2 1.8160 -0.9360 -1.2038
H3 2.2427 0.6215 -2.1111
H4 -1.3470 0.8971 1.8004
H5 -0.6101 2.3184 0.8857
H6 0.1372 -0.5704 0.7392
H7 -1.6434 -4.2619 -0.3109
H8 -2.5580 -4.2370 0.8967
O1 -1.8195 -3.7613 0.4995
H9 -0.7203 4.1843 -1.6296
H10 0.7589 4.2738 -1.3123
O2 -0.0768 3.9618 -0.9459
H11 -0.5817 -2.5920 0.7115
H12 0.5693 -2.5707 1.7145
O3 0.2946 -2.1678 0.8743

=====

Arrangement B

Molecular formula: C3H12NO3
Method: DFT, ωB97M-V/def2-TZVPD

Values from the calculation:
net charge: +1
HOMO: -0.528 Eh
LUMO: -0.1260 Eh
spin multiplicity: 1

Atoms and positions in Å:
O1 0.7190 2.5756 0.4551
C1 0.7593 1.7931 1.3590
C2 0.6263 0.1187 0.9594
N1 -0.6287 -0.1533 0.1774
C3 -1.8498 -0.7107 0.8693
H1 0.9655 1.9987 2.4457
H2 1.5418 0.0444 0.2797
H3 0.6239 -0.5815 1.7364
H4 -1.0191 0.6730 -0.3138
H5 -0.4515 -0.8059 -0.6141
H6 -2.3396 -0.0611 1.5012
H7 -1.6526 -1.6696 1.5350
H8 -2.5829 -0.9997 0.0823
H9 0.0476 0.1722 -3.3778
H10 0.8984 0.8379 -2.1669
O2 0.1255 0.3686 -2.3832
H11 0.1680 -3.6959 -0.4760
H12 0.9663 -2.6503 -1.2784
O3 0.4080 -2.8687 -0.5370

=====

Arrangement C

Molecular formula: C3H12NO3
Method: DFT, ωB97M-V/def2-TZVPD

Values from the calculation:
net charge: +1
HOMO: -0.532 Eh
LUMO: -0.1159 Eh
spin multiplicity: 1

Atoms and positions in Å:
C1 1.6561 -0.6689 0.6412
O1 1.1361 -1.3749 -0.4713
C2 0.7013 0.5279 0.7881
C3 0.5053 1.3718 -0.5899
O2 -0.7344 2.0575 -0.3947
N1 -0.6195 -0.2235 1.0730
H1 2.7425 -0.5865 0.3913
H2 1.5825 -1.4494 1.3775
H3 1.6583 -1.3832 -1.2979
H4 0.9782 1.3263 1.6293
H5 1.2234 2.0889 -0.8398
H6 0.4578 0.6260 -1.4317
H7 -0.9349 2.5232 -1.3716
H8 -1.3746 0.3525 1.6106
H9 -1.0395 -0.5183 0.1842
H10 -0.2685 -1.1119 1.6271
H11 -3.0776 -0.7371 -0.6278
H12 -2.2932 -1.4572 -1.6494
O3 -2.2994 -1.3631 -0.6483

=====

Arrangement D

Molecular formula: C3H12NO3
Method: DFT, ωB97M-V/def2-TZVPD

Values from the calculation:
net charge: +1
HOMO: -0.531 Eh
LUMO: -0.1116 Eh
spin multiplicity: 1

Atoms and positions in Å:
O1 2.8694 -0.5627 -0.8401
C1 2.3709 -0.8195 0.2163
C2 0.9137 -0.4396 0.4831
C3 0.8868 0.7871 1.4092
N1 0.3332 -0.0805 -0.8561
H1 2.8983 -1.2944 1.0594
H2 0.2961 -1.2519 0.8588
H3 0.4621 1.6613 0.9094
H4 1.8926 1.1307 1.6510
H5 0.3356 0.5834 2.3214
H6 -0.6690 0.1053 -0.7428
H7 0.5801 -0.7781 -1.5702
H8 0.7179 0.8141 -1.1600
H9 -2.2882 2.3025 -0.7233
H10 -2.5878 1.6185 -2.0775
O2 -2.1619 1.4825 -1.2207
H11 -2.6107 -1.1021 0.4167
H12 -2.3041 -2.5221 -0.1021
O3 -1.9351 -1.6347 -0.0325

=====

Which one is most stable, and which one is least stable? arrangement D is the most stable of them, while arrangement C is the least stable.